No. 1
A cluster of 12 separate species, C21H44Cl22N2O3P2 in total in a non-equilibrium geometry. Source: OMol25; level of theory: ωB97M-V with the def2-TZVPD basis set.

The geometry in XYZ format:
```
94
Properties=species:S:1:pos:R:3:lowdin_charge:R:1
Cl 2.34349 1.16100 2.43986 0.58
Cl -8.86329 -0.78578 1.30401 0.53
Cl -9.01660 5.05486 -1.21069 0.49
H 1.94804 0.65551 -2.20230 0.10
H 6.92357 6.42872 1.42169 0.02
H 1.08066 -3.55573 0.37698 0.02
H 6.03060 -2.50867 4.32956 0.01
P -1.83474 0.69266 0.66586 0.93
H 0.44132 -4.92562 -0.19863 0.03
Cl -7.58794 -0.96876 -4.97582 0.52
N 1.47627 -1.31243 -2.81804 -0.03
C -2.44798 2.27132 -0.08378 -0.29
C 3.62329 1.96986 3.34741 -1.00
H -2.98562 2.76141 0.71963 0.00
Cl 7.72079 5.34759 3.34969 0.49
N 1.05667 -4.15309 -0.45302 -0.15
H 3.29351 -5.14429 5.45202 0.03
Cl -9.49401 0.96641 3.55859 0.51
H -6.37945 -0.01198 1.53158 -0.04
H -10.91827 0.22078 1.84233 0.02
Cl -9.56294 6.77689 -3.51374 0.50
H 4.80474 1.24450 -1.50968 0.10
H 4.56930 1.50078 3.10232 0.01
C 0.68459 -1.52682 -1.65487 -0.57
Cl 3.66277 -3.11453 6.58074 0.54
H -4.77068 0.09839 0.77662 -0.01
C -2.26038 -6.15305 -4.37571 -1.00
Cl -4.38806 1.07224 -2.97198 0.50
H 5.58120 -1.17334 -0.33051 0.06
H -3.26160 -6.50315 -4.15358 0.03
H 2.53727 0.18130 -3.75992 0.11
H 3.77528 -5.39500 7.14573 0.03
H -7.49672 5.93487 -2.76998 -0.01
C 0.40530 -0.94926 0.48418 -0.58
C -6.33642 -1.58730 -6.06066 -1.00
H 2.04707 -2.14500 -2.94224 0.07
O 1.38942 -1.31503 -0.38932 -0.02
H -0.51480 2.01668 2.20543 0.02
H 4.55546 -0.51856 -3.01882 0.11
H 5.87654 0.41197 0.32604 0.01
C 9.00367 -0.39984 1.24406 -1.00
H -3.13447 2.09439 -0.89712 -0.05
H 4.49547 -0.45144 0.90114 0.05
C -8.38618 6.31283 -2.27886 -1.03
H -0.73447 -0.10369 -2.46489 0.12
C -5.62612 0.65940 1.14269 -1.02
C -1.27880 1.25081 2.33714 -0.29
Cl -5.08399 1.71218 2.45912 0.52
H 3.41774 1.86769 4.40638 0.03
H 3.76528 -1.50477 -1.78232 0.10
H -6.46961 1.71885 -3.85551 0.01
O -1.32108 -3.62644 -1.52919 -0.37
C 6.70795 -2.19188 5.11325 -1.10
Cl 6.85759 8.12787 3.04555 0.50
H 0.36046 0.96059 -0.51874 0.12
Cl 7.71688 0.38939 2.16344 0.52
H -5.14115 1.97709 -5.00438 -0.02
C 3.82880 -0.51162 -2.21801 -0.17
Cl 8.52373 -2.00763 0.68898 0.51
H -1.47937 -1.23251 -1.28222 0.08
H -1.84407 -6.70919 -5.20732 0.02
H -5.90288 -2.47745 -5.61992 0.02
Cl -1.24449 -6.40434 -2.95709 0.53
Cl 8.36972 -2.50350 4.59234 0.50
C -0.33940 0.16031 -0.27858 -0.37
C -0.59396 -0.67005 -1.55957 -0.12
O 0.18343 -1.43492 1.49954 0.17
Cl 3.72425 3.68986 2.94863 0.51
H 5.64043 6.16038 2.62328 0.00
H -0.87258 0.43614 2.91514 0.02
C 5.08679 -0.27336 0.01704 -0.12
Cl 6.43929 -0.47170 5.43844 0.48
H -1.79505 -3.28791 -2.30406 0.00
P 0.30900 -3.40586 -1.80114 0.89
H -9.72062 1.40152 1.25954 0.02
C 3.96102 -4.82439 6.24350 -0.98
H -1.63595 2.94322 -0.35236 0.04
Cl -2.34968 -4.44111 -4.83101 0.51
C -9.88230 0.53488 1.89075 -1.01
H 9.23829 0.21125 0.38016 0.03
H 6.51919 -2.74422 6.01861 -0.06
Cl 5.62944 -5.11095 5.72624 0.56
C -5.45017 2.06865 -3.97258 -1.04
Cl -6.31630 1.57001 -0.20697 0.48
H -8.14465 7.18502 -1.68284 0.02
H 9.87350 -0.49720 1.88325 0.02
H 3.37713 0.82472 -0.57290 0.07
C 4.25036 0.42476 -1.06555 -0.24
C 2.40903 -0.16606 -2.73593 -0.18
Cl -5.05073 -0.40208 -6.31869 0.53
H -2.10044 1.73201 2.84289 0.00
C 6.66976 6.46544 2.47455 -1.04
H -6.78905 -1.82255 -7.01668 0.03
Cl -5.37826 3.77704 -3.50809 0.52
```

highest occupied orbital energy: -7.9710 eV
DFT total energy: -11968.68232 Eh
total charge: 0
SMILES: CCCCN[C@]1(P(N)O)C[C@@H](P(C)C)C(=O)O1.ClCCl.ClCCl.ClCCl.ClCCl.ClCCl.ClCCl.ClCCl.ClCCl.ClCCl.ClCCl.ClCCl



No. 2
A cluster of 8 separate species, C36H88N8O4 in total in a non-equilibrium geometry. Source: OMol25; level of theory: ωB97M-V with the def2-TZVPD basis set.

The geometry in XYZ format:
```
136
Properties=species:S:1:pos:R:3:lowdin_charge:R:1
H -4.67125 2.43555 -0.81010 0.05
N -3.23566 6.10297 -1.67648 0.01
C -1.40460 -0.93597 -1.50562 -0.23
C -6.06119 0.61797 2.65763 -0.25
H 0.08125 -4.36080 -2.64024 0.06
H 3.39203 0.07012 -3.32567 0.07
H 4.87957 -3.80368 -4.80582 0.09
H 4.60017 -0.20191 3.64492 0.06
N 0.51900 -1.15424 -6.55734 0.02
C -7.76237 2.24076 1.96064 -0.27
C -2.40420 7.10538 -2.01143 -0.57
H -1.33845 2.09838 0.50353 0.06
C 4.70550 -2.03103 -5.95081 -0.08
H 1.27704 -1.42032 1.75437 0.07
H -3.44286 -7.19595 -4.60156 0.09
C 0.31643 -1.49924 -5.16707 -0.09
H 4.29193 -2.45924 -1.49819 0.10
C 4.05978 -1.11251 3.89337 -0.06
H 3.25469 -2.03885 5.74629 0.10
C -2.11187 -2.22889 -1.12432 -0.08
O 0.00236 -0.14009 -8.47464 0.02
H 1.23321 -1.25852 -4.60760 0.07
H 0.35323 -2.45257 -0.43306 0.09
N -0.43859 -0.51308 -0.47819 -0.16
H 5.69467 -3.36697 -2.07522 0.12
H 0.65168 1.56612 2.29832 0.06
O -1.72747 -4.73159 -4.10415 0.01
H -5.67765 0.46064 0.00178 0.09
H 4.55691 2.02627 7.98658 0.07
C 1.94990 3.25775 3.77494 -0.56
H 2.14886 5.35966 4.44596 0.08
H -2.60873 -2.65297 -1.99983 0.07
H 3.79710 -2.66422 8.72961 0.07
C 0.06962 1.78518 3.18723 -0.07
O 2.64991 2.76471 2.90356 0.03
C -1.10020 0.76372 -6.54651 -0.01
H -0.29379 -5.60912 -1.47470 0.08
O -1.62404 7.03889 -2.94267 0.05
H 3.75401 -0.25823 -1.67634 0.05
H -2.09388 0.37637 -6.31471 0.08
H -3.34916 8.37190 -0.46896 0.07
C -5.26392 2.54015 0.09923 -0.09
H -4.20476 -7.37037 -2.99797 0.08
H 6.33880 -2.83397 -4.67460 0.12
H -1.59726 8.44211 -0.59337 0.09
H 0.09989 3.34192 4.61765 0.13
N 4.38829 -0.39307 6.26899 -0.19
H 2.51745 -1.87601 0.49772 0.06
C -0.20010 -0.22295 -7.27215 -0.53
H -4.60526 2.70553 0.95370 0.07
C -0.13089 -5.42249 -2.53883 -0.01
H -7.18539 3.04525 2.44457 0.11
H -6.86883 0.22490 3.28402 0.10
H 1.33918 -1.39027 -1.34724 0.11
H 3.78681 -1.50077 -5.69815 0.06
C 0.68853 -1.41498 -0.45592 -0.26
H 4.72980 -0.14135 8.29652 0.10
H -5.59895 -1.28149 1.64536 0.08
H -4.67548 -0.94652 3.15550 0.08
H 2.69822 -3.90726 -2.70915 0.06
H 2.10975 -0.27248 0.67425 0.06
H -0.74435 2.88567 -0.91908 0.08
H -0.47375 -0.92359 -4.69358 0.06
C -8.84121 1.77950 2.95312 -0.10
H -0.08016 0.88519 3.78694 0.08
C 4.22021 0.05980 -2.61581 -0.08
N 4.61506 -2.22800 -3.50494 -0.20
H -4.08091 -5.78208 -3.58225 0.09
H 0.82109 1.13156 -0.02014 0.10
H 5.52255 -0.49433 -4.09302 0.10
C -1.40540 -5.59907 -3.28573 -0.57
H -2.19726 -0.22373 -1.71985 0.10
C 3.48959 -1.06516 5.31643 -0.26
H 3.65690 -4.85240 -1.54452 0.07
H 4.85097 -1.86695 3.90901 0.07
C -0.01981 0.84998 -0.66526 -0.28
C -6.24201 1.35743 0.27311 -0.26
C 5.03266 1.91605 7.01360 -0.09
H 4.03048 -4.92174 -3.26437 0.06
H 4.59477 1.22561 5.00956 0.10
C -1.08180 1.91756 -0.54412 -0.08
H 4.67128 1.04516 -2.51155 0.08
H 4.56921 -2.85592 7.07982 0.06
H -2.76299 -2.05141 -0.26702 0.07
H 0.18736 -2.55858 -4.93192 0.08
H -5.58117 1.42470 3.23239 0.12
N 0.68432 2.82151 3.98706 0.01
N -6.84503 1.19532 1.56206 -0.21
H -2.21951 4.58253 -2.71259 0.08
H -1.48794 -3.06789 -0.80573 0.05
C 5.24532 -2.77881 -4.70306 -0.25
H -6.98638 1.43794 -0.52366 0.11
C 3.69808 -4.26110 -2.46205 -0.09
C 4.65614 -3.09587 -2.30828 -0.25
H -5.85307 3.45454 -0.02879 0.06
N -2.24153 -6.61785 -3.04001 0.00
H 4.39849 -2.66395 -6.78206 0.07
H -2.47277 9.20992 -1.84207 0.08
H -8.39943 1.59263 3.93189 0.06
H -0.85366 -1.08124 -2.44680 0.10
H -2.00339 1.69713 -1.08333 0.05
C 2.47432 4.34664 4.69180 -0.01
C 1.64654 -1.26230 0.74720 -0.08
C 4.42803 -2.22669 7.95315 -0.09
H -2.08709 -7.20139 -2.23377 0.13
H -9.57921 2.57282 3.06788 0.07
C 5.22532 -0.93423 -3.12793 -0.28
H 5.37239 -2.27235 8.51262 0.07
H 5.47903 -1.30881 -6.21248 0.06
H -1.17487 1.60944 -7.22194 0.08
H 3.07337 -0.54291 7.91051 0.12
C 4.12507 -0.76103 7.63862 -0.28
C -3.12026 4.71385 -2.11329 -0.07
H -0.92318 2.07998 2.83809 0.07
H 2.51800 -0.54396 5.32075 0.11
H 2.10642 4.19687 5.71067 0.08
H 0.66466 -6.02233 -2.97646 0.09
H 3.19681 1.38096 6.03408 0.11
C -5.14895 -0.51569 2.27648 -0.09
H -2.90122 4.11773 -1.22719 0.06
H -9.32448 0.88032 2.57108 0.08
H 0.55634 0.99263 -1.60765 0.12
H 6.20456 -1.01868 -2.63920 0.12
H 3.56005 4.35280 4.68368 0.08
C 4.24929 1.05561 6.02701 -0.26
H 3.30764 -1.35476 3.14916 0.05
C -3.56500 -6.74253 -3.61888 -0.07
H 1.10239 -1.76811 -7.09588 0.13
H 5.13601 2.91298 6.57772 0.06
H -8.33623 2.65511 1.13125 0.12
H -4.35121 -0.11372 1.63863 0.06
H 6.04806 1.54796 7.16857 0.08
H -3.97202 4.36597 -2.69044 0.09
H -0.71127 1.03602 -5.56415 0.07
H -4.08797 6.26086 -1.16869 0.13
C -2.52105 8.35268 -1.17202 -0.01
```

highest occupied orbital energy: -8.1413 eV
DFT total energy: -2163.39520 Eh
total charge: 0
energy relative to the best compared isomer or geometry (same formula, charge and spin): 96.00 kJ/mol
SMILES: CCN(CC)CC.CCN(CC)CC.CCN(CC)CC.CCN(CC)CC.CNC(C)=O.CNC(C)=O.CNC(C)=O.CNC(C)=O



No. 3
A structure of composition C27H39BF6N6O2PS3Ti in a non-equilibrium geometry. Source: OMol25; level of theory: ωB97M-V with the def2-TZVPD basis set.

The geometry in XYZ format:
```
86
Properties=species:S:1:pos:R:3:lowdin_spin:R:1
F 0.72343 4.05469 1.42132 0.00
S -1.19412 -0.53532 -0.98663 0.06
H 0.71661 -4.80951 5.38976 0.00
H 0.06767 -7.54266 3.98473 0.00
C -1.21840 -3.84856 3.29350 0.00
H 3.24291 -5.03436 -2.36076 0.00
H 0.81705 -5.14164 -5.27349 0.00
H 3.40179 -0.50603 4.26055 0.00
C -1.86752 -2.79353 2.71046 0.00
C 1.61911 -6.18285 2.31123 0.00
H 2.25908 -6.01775 -1.26386 0.00
C 5.55838 -0.77523 -1.47976 0.00
C 0.65971 -5.58599 3.34353 0.00
H 6.06086 -1.34065 1.12374 0.00
H -3.98632 -2.57246 2.40390 0.00
C -1.23766 -2.64244 -2.86088 0.00
H 2.97590 -6.74025 -2.70296 0.00
C 5.01596 -1.46690 0.87318 0.04
C -3.22521 -2.33930 3.15365 0.00
C -2.44904 -2.08158 -3.53215 0.00
H 2.35735 -4.45536 -4.72186 0.00
F -1.07029 4.73080 -0.09217 0.00
N 0.42302 -2.59122 -1.15962 0.02
H 5.54798 -3.97736 2.81713 0.00
H -1.68405 -4.35723 4.12795 0.00
C -0.65692 -2.05772 -1.72898 0.01
C 0.02077 -4.32142 2.80085 0.00
H 0.75308 -7.60165 -3.42340 0.00
B 0.93801 -2.09410 0.17831 0.16
C -0.42484 -6.61915 3.68236 0.00
H -0.61889 -6.53746 -3.67656 0.00
H 2.07934 -7.07445 2.73481 0.00
H 5.39766 0.27645 -1.72717 0.00
C -1.20084 -2.19216 1.62010 0.01
C 1.40296 -5.19759 4.63437 0.00
O 1.65185 0.60095 -1.49355 0.01
H -0.95507 -4.29485 -4.17799 0.00
H 2.17267 -4.44928 4.45257 0.00
N 1.05101 -3.67504 -1.57554 0.01
O 2.30578 1.28449 -0.40609 -0.01
C -0.58184 -3.78037 -3.30095 0.00
F 0.69146 0.42485 2.05173 0.00
H -3.24652 -1.26476 3.34741 0.00
C 1.67442 -5.30060 -4.61838 0.00
H 6.70157 -1.81295 3.02558 0.00
H 3.80661 -4.15654 3.06893 0.00
H 1.87613 -6.08870 5.04666 0.00
H -2.66595 -2.63005 -4.44545 0.00
P -0.71227 4.44879 1.32040 0.00
H 3.75149 -1.88656 5.29656 0.00
H 6.13355 -1.67525 4.66734 0.00
Ti 0.66923 0.73907 0.33443 0.52
C 5.87846 -1.43836 3.63498 0.00
H 1.08587 -6.48254 1.40634 0.00
H 2.41285 -5.49228 2.03102 0.00
H -3.31958 -2.15741 -2.87675 0.00
S 2.57202 -0.69234 -2.14930 0.02
C 4.69850 -3.63176 3.40903 0.00
H -1.05600 -6.31909 4.51889 0.00
H 6.57868 -0.89163 -1.12220 0.00
H -0.04847 -6.87655 -2.03022 0.00
C 4.59627 -1.21569 -0.42129 0.00
S -2.25142 -1.10744 0.69757 0.01
C 2.50694 -5.83916 -2.31099 0.00
C 0.26671 -6.69721 -3.05962 0.00
N 2.39740 -1.77503 0.34950 0.02
F -0.92033 5.67791 2.12479 0.00
C 4.53763 -2.10204 3.30903 0.00
N 0.65205 -3.64282 1.86725 0.01
C 4.10699 -1.82428 1.88237 0.00
C 3.21994 -1.33049 -0.64697 0.03
C 1.26971 -5.53033 -3.15018 0.00
H 4.88495 -3.90132 4.44853 0.00
H -1.05754 -6.85173 2.82340 0.00
H -2.31098 -1.03028 -3.78976 0.00
H 5.45097 -1.35586 -2.39545 0.00
N 2.81926 -1.98087 1.59748 0.02
H 2.18972 -6.19033 -4.97821 0.00
C 0.56688 -4.28934 -2.65470 0.00
F -0.35215 2.19167 -0.01162 0.04
H 5.83431 -0.35062 3.55225 0.00
N 0.04644 -2.56352 1.31709 0.03
F -1.58551 3.39053 1.90322 0.00
C 3.46954 -1.59510 4.28547 0.00
H -3.50716 -2.84877 4.07232 0.00
H 2.48488 -2.01232 4.07543 0.00
```

expectation value of S²: 0.757
highest occupied orbital energy (alpha / beta): -19.3282 / -20.3977 eV
DFT total energy: -4539.38735 Eh
total charge: +4
energy relative to the best compared isomer or geometry (same formula, charge and spin): 272.76 kJ/mol
spin multiplicity: 2



No. 4
A structure of composition C20H50BN2O13V in a non-equilibrium geometry. Source: OMol25; level of theory: ωB97M-V with the def2-TZVPD basis set.

The geometry in XYZ format:
```
87
Properties=species:S:1:pos:R:3:lowdin_spin:R:1
H -1.03809 0.22574 0.39994 0.01
C 3.98270 1.40360 -0.32328 0.00
H -1.08853 -4.80844 -0.33157 0.00
H 2.37952 -2.47508 3.81406 0.00
H -0.76886 1.90410 -0.03596 0.00
H 0.96839 -0.47470 -1.16126 0.00
H 3.76621 1.60438 0.72596 0.00
H -4.44102 -5.36417 2.66237 0.00
H -2.42649 -3.29289 3.71302 0.00
H 1.64986 8.73330 -2.78462 0.00
H -0.26518 -3.74697 1.76023 0.00
C -2.09951 -3.72226 -2.33818 0.00
H 0.55104 0.64608 -0.06141 0.00
N 3.56458 3.69393 -1.10698 0.00
C 0.45596 0.58820 -3.36738 0.00
C -2.75643 -4.13696 3.10739 0.00
H -7.00197 -3.67900 1.91933 0.00
O 1.80205 6.80007 -2.15661 0.00
H -2.69275 -3.21627 -3.09985 0.00
C -1.04596 -3.72707 -0.20146 0.00
H 2.18234 0.42498 2.94603 0.00
O -5.15891 -0.70395 -0.26244 0.41
C -1.20100 -3.39934 1.32263 0.00
H 0.80707 -2.81150 -3.65429 0.00
O 1.41083 -1.02142 1.81025 0.00
O -2.92048 2.96199 -1.33418 0.00
C 0.41269 -0.84409 -2.92165 0.00
O -2.71619 2.59270 1.44442 -0.15
C 2.11752 8.22871 -1.93917 0.00
H -1.26374 -2.31935 1.45604 0.00
O -3.73462 -0.17049 1.15863 0.12
H 1.56653 4.04073 -1.72095 0.00
H -2.33787 -5.16210 1.46075 0.00
H -6.52057 -3.44785 3.54361 0.00
H -0.04216 -3.45695 -0.52938 0.00
N -2.33880 -4.18445 1.71432 0.00
H -0.29998 0.74999 -4.13581 0.00
O -2.01880 -3.12127 -1.04584 0.00
C 2.56941 4.43021 -1.89601 0.00
C -4.85081 -0.03747 0.68669 0.01
H 0.83679 -0.32494 1.48315 0.00
O -4.92623 -3.34649 2.27059 0.00
O 1.27999 -1.06230 -1.85352 0.00
O -4.11270 2.52639 -2.87065 0.01
O -4.93634 1.14634 0.31477 0.48
H 4.48456 3.72646 -1.52255 0.00
C 2.82456 -1.51587 3.54956 0.00
O 5.39625 1.39701 -0.71081 0.00
C 2.63534 5.91970 -1.49215 0.00
H 2.59818 4.05935 -2.92058 0.00
H -6.61002 -2.08878 2.39480 0.00
H 3.28911 1.91833 -2.24480 0.00
H 3.58450 -1.57729 2.77058 0.00
H 0.45274 -0.06368 4.91059 0.00
H -1.14247 -3.63162 -2.85194 0.00
H 2.10800 2.06355 -0.92834 0.00
H 6.06024 0.70643 1.17218 0.00
C -3.05582 2.24350 -2.31394 0.00
H -0.25198 1.33552 1.46344 0.00
H 0.07200 -1.66661 -4.83055 0.00
H 3.18093 8.41646 -2.08750 0.00
H 1.90575 8.66863 -0.96463 0.00
H 2.49394 5.92556 -0.41137 0.00
C 3.14413 2.24389 -1.21470 0.00
H 1.42472 0.99168 -3.66202 0.00
H -0.58763 -1.04267 -2.53690 0.00
H 3.70131 6.13980 -1.43418 0.00
H 0.00115 1.18568 -2.57728 0.00
O -2.93284 1.07793 -1.95210 -0.01
H 3.45609 0.45561 -0.43326 0.00
H -2.36482 -4.97853 3.67879 0.00
H 7.26418 0.77539 -0.06594 0.00
V -2.70763 1.52875 0.26066 1.10
C 0.79410 -1.78576 -4.02279 0.00
H 1.78023 -1.59099 -4.44434 0.00
H 6.14531 -0.47915 -0.13576 0.00
H -4.58122 -4.41080 4.16193 0.00
H 3.41720 -1.31587 4.44224 0.00
H -2.49558 -4.73423 -2.25363 0.00
C 1.72423 -0.54066 3.16000 0.00
C -6.29051 -3.12220 2.52916 0.00
B -0.32693 1.03668 0.42936 0.02
C 6.20387 0.58373 0.09867 0.00
C -4.27093 -4.38835 3.11727 0.00
C 0.46808 -0.58304 3.95240 0.00
H -0.26073 0.02423 3.41560 0.00
H -0.03094 -1.55166 3.92336 0.00
```

expectation value of S²: 2.032
highest occupied orbital energy (alpha / beta): -0.6844 / -0.7086 eV
DFT total energy: -2848.13049 Eh
total charge: -2
spin multiplicity: 3